# C24H53BrCl2O12S

A 6-piece molecular cluster, C24H53BrCl2O12S overall in a non-equilibrium geometry (ωB97M-V/def2-TZVPD, the OMol25 dataset).

Calculated values
2S+1: 1
HOMO-LUMO gap, eV: 9.332
Net charge: 0
SMILES string: O=C1O[C@@](Cl)(Br)C[C@@]1(S)Cl.COCCOC.COCCOC.COCCOC.COCCOC.COCCOC

```
93
Properties=species:S:1:pos:R:3:forces:R:3
O 1.8170 1.5541 -5.7199 0.04 -1.25 -0.70
C 1.9810 0.4032 -5.9849 -0.72 0.88 0.37
O 2.8889 -0.0967 -6.9251 0.12 0.37 0.22
C 3.6097 -1.0728 -6.2337 1.39 0.77 0.63
Cl 4.1203 -2.4050 -7.2266 -0.36 -0.17 -0.35
Br 5.2685 -0.1424 -5.6253 0.07 -0.19 0.02
C 2.8103 -1.4462 -4.9810 -1.03 0.29 -0.45
C 1.4317 -0.8789 -5.3478 0.04 -0.19 -0.95
S 0.7269 -1.8396 -6.7691 -0.25 -0.29 -0.03
Cl 0.3208 -0.7097 -4.0299 0.03 0.20 0.30
H 2.8012 -2.4927 -4.7567 0.12 -0.49 0.13
H 3.1207 -0.8282 -4.1578 0.47 -0.13 0.52
H -0.5704 -1.8673 -6.4335 0.12 0.19 0.33
C 10.2679 -3.6640 -3.0440 0.05 0.01 0.01
O 10.8281 -2.4194 -3.4190 -0.12 -0.05 0.03
C 10.2341 -1.8653 -4.5819 0.29 0.12 0.07
C 9.2500 -0.7709 -4.2391 -0.29 -0.03 -0.19
O 8.1186 -1.2777 -3.5525 0.09 -0.02 0.12
C 8.1644 -1.0440 -2.1533 -0.05 0.06 0.00
H 10.6289 -3.9005 -2.0447 0.05 0.02 0.00
H 9.1763 -3.6251 -3.0251 -0.01 -0.01 -0.02
H 10.5921 -4.4535 -3.7309 -0.06 -0.03 0.00
H 9.7443 -2.6430 -5.1748 -0.05 -0.01 0.00
H 11.0415 -1.4379 -5.1849 -0.03 0.00 -0.03
H 8.8887 -0.3212 -5.1704 0.04 0.02 -0.01
H 9.7399 0.0128 -3.6531 0.04 -0.01 0.03
H 7.9684 0.0103 -1.9316 0.02 -0.02 0.04
H 9.1282 -1.3357 -1.7281 0.01 -0.01 -0.01
H 7.3819 -1.6461 -1.6942 -0.04 0.00 -0.04
C 6.4239 2.6809 -2.6460 0.01 -0.08 -0.01
O 7.1685 2.3174 -1.4957 -0.07 0.13 -0.04
C 8.4171 2.9849 -1.4016 -0.02 -0.27 0.16
C 8.3679 4.1257 -0.4116 0.14 0.24 -0.13
O 7.5160 5.1682 -0.8557 -0.11 -0.09 0.01
C 6.2483 5.1633 -0.2252 0.02 0.05 -0.01
H 5.4142 2.2923 -2.5260 0.02 -0.06 0.03
H 6.3721 3.7649 -2.7675 0.03 0.01 -0.01
H 6.8676 2.2324 -3.5422 -0.02 0.06 -0.04
H 8.7370 3.3470 -2.3829 -0.01 0.05 -0.02
H 9.1518 2.2497 -1.0558 0.03 0.03 -0.01
H 9.3725 4.5486 -0.3126 0.01 -0.03 0.02
H 8.0559 3.7621 0.5717 -0.03 -0.04 0.01
H 6.3326 5.5146 0.8089 -0.04 -0.05 0.02
H 5.7960 4.1688 -0.2352 0.01 -0.01 0.02
H 5.6043 5.8474 -0.7744 0.03 0.04 -0.01
C -2.4835 -2.8660 1.8827 -0.08 0.04 0.08
O -2.3922 -1.4719 1.6468 -0.01 -0.13 -0.06
C -1.0633 -1.0221 1.4392 -0.21 0.23 0.08
C -0.7787 -0.7970 -0.0276 0.30 -0.11 -0.06
O -0.7951 -2.0140 -0.7565 -0.14 -0.01 0.00
C -1.9951 -2.2161 -1.4809 0.05 -0.01 -0.03
H -3.5341 -3.1428 1.8103 -0.02 0.04 0.00
H -1.9175 -3.4426 1.1478 0.03 0.02 0.00
H -2.1231 -3.1054 2.8893 0.03 -0.06 -0.03
H -0.3442 -1.7290 1.8625 0.02 -0.04 -0.03
H -0.9555 -0.0709 1.9698 0.04 0.00 0.00
H 0.2241 -0.3704 -0.1312 -0.01 0.04 0.01
H -1.4942 -0.0841 -0.4481 -0.05 0.01 0.02
H -2.0282 -1.5550 -2.3544 -0.10 0.01 0.01
H -2.8789 -2.0440 -0.8618 0.00 0.03 0.00
H -2.0049 -3.2484 -1.8254 0.06 -0.01 -0.01
C -9.2542 -0.6996 2.1263 -0.02 0.05 0.05
O -8.2109 -0.4510 3.0516 -0.03 -0.15 -0.23
C -7.4640 -1.6133 3.3754 0.04 0.25 0.23
C -6.1428 -1.6499 2.6430 0.06 -0.31 -0.12
O -6.3212 -1.8078 1.2449 -0.07 0.12 -0.01
C -6.1610 -0.5989 0.5235 0.08 -0.03 -0.06
H -9.6240 0.2639 1.7792 0.00 0.03 0.04
H -8.9017 -1.2731 1.2662 0.00 -0.02 0.00
H -10.0762 -1.2375 2.6110 -0.01 -0.04 -0.05
H -8.0433 -2.5167 3.1649 0.00 -0.02 -0.04
H -7.2681 -1.5805 4.4527 0.01 -0.05 0.00
H -5.5723 -2.5168 2.9912 0.01 0.03 0.08
H -5.5569 -0.7521 2.8583 -0.01 0.03 0.02
H -5.1027 -0.3189 0.4793 -0.01 0.06 0.03
H -6.7351 0.2165 0.9699 0.01 0.01 0.02
H -6.5221 -0.7691 -0.4895 0.01 -0.05 -0.01
C -8.7495 1.6545 4.9742 0.01 0.14 0.10
O -8.7809 2.6931 5.9425 -0.05 -0.14 -0.02
C -10.0932 3.0569 6.3317 0.25 0.21 0.05
C -10.4648 2.4590 7.6693 -0.30 -0.10 -0.04
O -10.5643 1.0454 7.6028 0.13 0.00 -0.01
C -9.4297 0.3800 8.1243 -0.04 -0.03 0.00
H -7.7262 1.3003 4.8960 0.05 0.06 0.00
H -9.3897 0.8180 5.2604 -0.02 -0.01 -0.02
H -9.0625 2.0351 3.9969 -0.02 -0.07 -0.02
H -10.8198 2.7610 5.5691 -0.03 -0.04 0.01
H -10.1161 4.1485 6.4158 -0.06 0.00 0.00
H -11.4482 2.8383 7.9649 0.02 0.03 0.01
H -9.7425 2.7610 8.4332 0.05 0.01 -0.01
H -9.4152 0.4444 9.2180 0.07 0.01 0.00
H -8.5006 0.7921 7.7235 0.00 0.02 0.01
H -9.5014 -0.6679 7.8378 -0.05 -0.01 0.00
```
Forces are in eV/Å.



# C24H53N3O9PS6

A 6-piece molecular cluster, C24H53N3O9PS6 overall in a non-equilibrium geometry (ωB97M-V/def2-TZVPD, the OMol25 dataset).

Calculated values
2S+1: 1
HOMO-LUMO gap, eV: 6.982
Net charge: +1

```
96
Properties=species:S:1:pos:R:3:forces:R:3
C -1.5487 -2.0153 4.4283 -0.82 1.25 -6.95
C -1.7429 -1.5943 3.1890 1.24 -3.15 5.27
C -1.9373 -1.3550 1.5886 -1.01 0.37 2.00
C -2.3363 0.2010 1.3908 0.31 0.54 0.16
C -1.1646 1.1263 0.7723 -0.02 0.85 -0.44
C -0.4969 0.5603 -0.5744 0.23 -2.58 -4.35
C -1.1638 -0.2106 -1.8031 3.75 2.21 2.83
N -0.0906 -0.4828 -2.7862 0.72 2.05 3.90
C -0.3322 -1.2201 -4.0687 -0.14 -1.37 -1.15
C -1.7836 -1.9325 -4.1672 0.61 0.20 -1.48
O -1.8046 -3.1700 -3.3564 -2.12 0.43 -1.28
C -2.9211 -4.0004 -3.7409 -1.55 -2.29 -2.92
C -3.9318 -4.4300 -2.5288 1.37 0.29 -0.58
O -3.1361 -4.4270 -4.9287 1.52 2.71 5.59
C 1.1964 0.0723 -2.3051 -3.22 0.40 2.61
P 2.9007 0.0705 -3.1685 1.74 0.66 -1.94
O 4.2126 0.2647 -2.0909 -3.20 0.84 -1.13
O 2.8956 1.4926 -4.1810 0.42 -1.27 4.02
S 3.1838 -1.4318 -4.3529 -0.52 0.71 1.15
N 0.9384 0.6653 -0.9698 -4.59 -1.71 -2.22
N 1.8506 1.2691 -0.1113 0.93 0.04 0.45
C 2.2404 0.3693 1.0281 1.05 -1.47 1.96
C 2.6999 -1.1179 0.5907 -0.32 -0.14 0.92
H -1.3138 -2.6650 5.3557 -0.58 1.87 -2.02
H -2.8704 -1.9771 1.2717 1.90 0.83 0.59
H -0.9943 -1.6875 1.0222 -1.47 0.49 0.97
H -3.2798 0.3755 0.7405 1.54 -0.64 1.03
H -2.5684 0.6359 2.4458 0.39 -0.63 -2.15
H -1.6698 2.1393 0.4828 0.99 -1.82 0.52
H -0.3888 1.4166 1.5949 -1.24 -0.80 -1.73
H -2.2876 -0.4890 -1.8512 2.55 0.36 -0.31
H -0.1827 -0.4902 -4.9460 -0.39 -1.10 1.40
H 0.4478 -2.0785 -4.2018 -1.28 1.74 0.50
H -2.6706 -1.2435 -3.9211 1.38 -1.00 -0.09
H -1.9114 -2.2260 -5.2912 0.35 0.51 2.04
H -4.1163 -3.4929 -1.8898 0.06 -1.49 -0.97
H -3.3961 -5.2168 -1.8544 -1.00 1.39 -1.30
H -4.8761 -4.8692 -3.0275 1.63 0.80 0.99
H 4.0757 1.0300 -1.4752 0.05 -0.71 -0.32
H 3.2564 2.1920 -3.5582 -0.54 -0.53 -1.31
H 1.4415 2.1525 0.2656 0.36 -0.99 -0.62
H 3.1241 0.8567 1.6313 -1.78 -0.50 -1.51
H 1.3924 0.2245 1.8208 1.23 0.34 -1.61
H 3.6529 -1.1595 -0.0509 -1.71 0.19 0.75
H 1.8001 -1.6922 0.1359 1.69 0.89 0.48
H 2.9556 -1.6910 1.5765 -0.56 1.12 -1.73
C 1.2469 -6.3342 4.3905 -0.02 0.02 0.09
S 0.9617 -5.4247 2.8554 -0.02 0.16 0.11
O 0.9393 -3.9681 3.1944 -0.03 -0.42 -0.06
C -0.7515 -5.9560 2.6375 -0.12 0.01 0.06
H 2.2587 -6.1180 4.7371 -0.09 0.04 -0.13
H 0.5287 -6.0191 5.1500 0.01 0.04 -0.10
H 1.1503 -7.4050 4.2032 0.01 0.06 -0.05
H -1.3469 -5.6641 3.5051 0.10 0.04 -0.03
H -0.7843 -7.0395 2.5064 0.07 0.06 -0.01
H -1.1520 -5.4725 1.7448 0.14 0.00 0.07
C 6.5850 3.8220 2.2080 -0.12 0.00 -0.11
S 5.6450 2.3615 2.7031 0.30 0.24 0.15
O 4.1986 2.6506 2.4449 0.07 0.03 0.02
C 5.9258 2.5485 4.4777 -0.13 -0.01 0.09
H 6.5160 3.9272 1.1234 0.04 -0.05 0.06
H 6.1705 4.7124 2.6852 -0.06 -0.12 0.06
H 7.6310 3.6958 2.4924 -0.06 -0.08 -0.02
H 5.5518 3.5172 4.8153 -0.01 -0.04 -0.12
H 6.9933 2.4631 4.6896 -0.06 -0.02 -0.10
H 5.3900 1.7526 4.9981 0.04 0.04 -0.13
C -4.1544 4.8348 3.0679 -0.07 -0.10 -0.07
S -2.4534 4.2842 3.3277 -0.14 0.09 0.18
O -2.2917 2.9753 2.6173 -0.16 0.27 0.20
C -2.6379 3.9248 5.0881 0.00 -0.13 0.04
H -4.2812 5.0788 2.0118 0.12 -0.03 0.09
H -4.8502 4.0395 3.3420 0.11 -0.01 0.01
H -4.3452 5.7250 3.6696 0.09 -0.04 -0.02
H -3.4272 3.1853 5.2381 0.04 0.04 -0.10
H -2.8776 4.8444 5.6255 0.04 -0.01 -0.11
H -1.6928 3.5256 5.4600 -0.05 0.06 -0.14
C 5.2157 6.8502 -1.4467 -0.10 -0.05 0.07
S 6.9935 6.5340 -1.3720 0.04 -0.13 0.08
O 7.1786 5.1081 -0.9584 -0.22 0.36 0.05
C 7.3068 7.5638 0.0788 0.00 -0.01 0.11
H 4.7959 6.2694 -2.2696 0.16 0.04 0.04
H 4.7428 6.5466 -0.5105 0.10 -0.01 -0.01
H 5.0417 7.9121 -1.6285 0.06 -0.05 -0.02
H 6.7050 7.2162 0.9212 -0.01 -0.04 -0.10
H 7.0656 8.6033 -0.1517 0.02 -0.08 -0.05
H 8.3651 7.4874 0.3343 -0.09 -0.05 -0.13
C -8.6115 -5.3055 -6.2289 -0.05 0.02 -0.08
S -7.9248 -4.9609 -4.5935 -0.35 0.01 0.18
O -9.0633 -4.9318 -3.6259 0.43 0.08 -0.40
C -7.4646 -3.2481 -4.9406 -0.02 0.14 -0.07
H -9.0000 -6.3251 -6.2324 0.08 0.10 0.12
H -9.4222 -4.6080 -6.4477 0.05 -0.01 0.12
H -7.8253 -5.2159 -6.9807 0.01 -0.02 0.08
H -8.3462 -2.6772 -5.2393 0.00 -0.10 0.05
H -6.7150 -3.2247 -5.7344 -0.02 -0.07 0.04
H -7.0424 -2.8132 -4.0328 -0.07 -0.14 -0.02
```
Forces are in eV/Å.



Q: net charge of number 2 (C24H53N3O9PS6)?
A: +1